Entry from OMol25: a structure of composition C34H43Cl2O2SSeTl (wB97M-V/def2-TZVPD).

Cartesian coordinates (Å):
Tl: 1.59720 -1.05650 -3.16793
C: -1.10012 4.86557 2.16667
C: -1.13550 4.97696 0.63531
C: -2.60119 4.99528 0.19819
C: -0.48726 6.30234 0.21178
C: -0.37342 3.80395 0.01545
C: -0.91840 2.93991 -0.91120
C: -0.17670 1.86364 -1.38924
Se: -1.01469 0.66891 -2.61233
C: -1.77409 -0.52494 -1.30845
C: -2.79198 -0.06482 -0.51827
C: -3.40611 -0.90839 0.41809
C: -2.94759 -2.24126 0.52490
C: -1.91936 -2.76876 -0.20530
C: -1.26259 -1.88598 -1.17152
O: -0.27631 -2.24916 -1.83767
C: -1.52307 -4.23152 0.04550
C: -2.71686 -5.12812 -0.32410
C: -1.18763 -4.40922 1.53697
C: -0.30837 -4.71932 -0.75081
C: -4.55735 -0.44901 1.30148
C: -5.78994 -1.31917 1.00851
C: -4.92109 1.01567 1.05550
C: -4.14886 -0.60806 2.77539
C: 1.15890 1.56597 -1.00417
O: 1.77917 0.49579 -1.40272
C: 1.74828 2.53300 -0.12693
C: 0.95726 3.56159 0.36204
C: 3.21628 2.51255 0.34701
C: 3.87870 3.85453 -0.01566
C: 4.08214 1.41507 -0.27307
C: 3.25939 2.32735 1.87055
H: -1.66730 5.68315 2.62242
H: -0.07973 4.90985 2.55248
H: -1.53923 3.91791 2.48902
H: -3.12299 5.81315 0.70013
H: -3.10462 4.06028 0.46130
H: -2.69990 5.14873 -0.87957
H: -1.04401 7.15348 0.61640
H: -0.47037 6.38628 -0.87726
H: 0.54279 6.37068 0.56996
H: -1.92403 3.08539 -1.28565
H: -3.11228 0.96002 -0.63811
H: -3.43916 -2.88166 1.24589
H: -3.60539 -4.89303 0.26540
H: -2.45976 -6.17529 -0.14745
H: -2.97041 -5.01309 -1.38074
H: -2.03631 -4.18882 2.18571
H: -0.36162 -3.75500 1.82513
H: -0.88530 -5.44244 1.72193
H: -0.47588 -4.67722 -1.82675
H: -0.11567 -5.75867 -0.47396
H: 0.58336 -4.13400 -0.52634
H: -6.07276 -1.24475 -0.04399
H: -6.63376 -0.98322 1.61555
H: -5.60940 -2.37159 1.23661
H: -5.24693 1.18315 0.02612
H: -4.07900 1.68047 1.26529
H: -5.74246 1.29842 1.71630
H: -3.94026 -1.64915 3.02970
H: -4.95601 -0.25840 3.42387
H: -3.25389 -0.02079 2.99292
H: 1.41855 4.25099 1.06269
H: 3.84713 4.01349 -1.09626
H: 4.92606 3.85291 0.30164
H: 3.38583 4.70227 0.46283
H: 4.10157 1.49032 -1.36138
H: 3.72262 0.42307 -0.01108
H: 5.10557 1.53048 0.09961
H: 2.71756 3.11848 2.39270
H: 4.29550 2.33914 2.22197
H: 2.81330 1.36988 2.15068
Cl: 4.62514 -1.19075 -2.13494
C: 5.26962 -2.78645 -2.24644
C: 6.64662 -2.91443 -2.23944
C: 7.21758 -4.17372 -2.32390
C: 6.41852 -5.30273 -2.43572
C: 5.04659 -5.16759 -2.47259
Cl: 4.10572 -6.60840 -2.62154
C: 4.41154 -3.90328 -2.36612
S: 2.69447 -3.78736 -2.35961
H: 7.26051 -2.02798 -2.16085
H: 8.29518 -4.27710 -2.30175
H: 6.85826 -6.28894 -2.49676

Properties
- calculated total energy (eV) = -145970.27315
- frontier orbital gap (alpha / beta) (eV) = 4.96 / 4.32
- net charge = 0
- ΔE to the lowest compared entry with this formula, charge and spin (kJ/mol) = 0.0
- HOMO level (alpha / beta) (eV) = -7.0 / -7.0
- molar mass (u) = 870.0